1.
Here is a 2-piece molecular cluster, C3H8NS overall from OMol25. Energies are from wB97M-V/def2-TZVPD.

Last column: Löwdin charge in e.
Element x y z (Å)
C: -0.626 0.682 -0.904  -0.09
C: 0.357 -0.395 -0.557  -0.52
C: 0.855 -1.205 -1.522  -0.04
N: 0.678 -0.457 0.774  0.05
H: -0.310 1.640 -0.484  0.07
H: -1.578 0.490 -0.406  0.06
H: -0.768 0.792 -1.977  0.06
H: 1.601 -1.939 -1.228  0.02
H: 0.620 -1.077 -2.565  0.02
H: 0.050 0.058 1.436  -0.11
H: 0.949 -1.363 1.092  0.07
S: -1.341 1.060 2.757  -0.17
H: -0.486 1.713 3.582  -0.43

## Properties
HOMO-LUMO gap	0.260	hartree
HOMO energy	-3.057	eV
total charge	-1
lowest unoccupied orbital energy	4.03	eV

=====

2.
Here is C17H46BaNO13P as an isolated structure at a distorted geometry from OMol25. Energies are from wB97M-V/def2-TZVPD.

Last column: Löwdin charge in e.
Element x y z (Å)
Ba: -20.256 7.534 -8.616  2.05
C: -24.570 9.737 -6.928  -0.03
C: -23.706 10.963 -7.278  -0.51
C: -24.407 12.149 -6.551  -0.16
C: -23.610 13.412 -6.383  -0.20
C: -22.202 13.073 -5.908  -0.17
C: -21.436 12.041 -6.750  -0.52
N: -22.338 10.896 -6.805  -0.17
O: -21.683 9.733 -7.302  -0.33
C: -20.135 11.765 -5.999  -0.02
C: -21.095 12.633 -8.127  -0.04
C: -23.826 11.191 -8.798  -0.06
H: -24.187 8.810 -7.345  0.07
H: -25.601 10.019 -7.158  0.08
H: -24.606 9.644 -5.839  0.09
H: -24.774 11.733 -5.609  0.11
H: -25.326 12.447 -7.076  0.11
H: -24.062 14.119 -5.681  0.10
H: -23.504 13.986 -7.311  0.10
H: -22.250 12.789 -4.854  0.12
H: -21.671 14.036 -5.936  0.11
H: -19.492 11.103 -6.577  0.06
H: -20.323 11.403 -4.988  0.09
H: -19.597 12.703 -5.815  0.08
H: -21.955 13.036 -8.668  0.05
H: -20.793 11.781 -8.740  0.06
H: -20.425 13.496 -8.091  0.08
H: -23.851 12.251 -9.062  0.06
H: -24.695 10.736 -9.291  0.07
H: -23.006 10.708 -9.343  0.06
P: -20.278 4.990 -5.998  -0.02
O: -19.959 5.871 -4.724  -0.44
O: -21.368 4.145 -5.316  -0.48
O: -19.100 4.365 -6.793  -0.41
O: -21.085 6.156 -6.679  -0.64
C: -17.604 10.228 -9.009  -0.13
O: -18.995 9.938 -8.913  -0.29
H: -17.358 10.779 -9.928  0.07
H: -17.261 10.859 -8.187  0.08
H: -17.159 9.233 -9.046  0.08
H: -19.442 10.730 -8.590  0.02
C: -21.711 4.225 -9.139  -0.14
O: -20.708 5.029 -9.808  -0.27
H: -21.158 3.602 -8.433  0.07
H: -22.353 4.848 -8.518  0.07
H: -22.328 3.651 -9.838  0.07
H: -19.996 4.418 -10.010  0.07
C: -23.739 6.899 -10.269  -0.13
O: -22.923 7.552 -9.295  -0.26
H: -23.083 6.562 -11.073  0.07
H: -24.439 6.168 -9.873  0.08
H: -24.279 7.695 -10.799  0.08
H: -23.380 8.360 -9.035  0.03
C: -16.406 5.968 -8.254  -0.20
O: -17.788 6.104 -8.107  -0.28
H: -15.985 6.822 -8.795  0.06
H: -15.934 5.968 -7.264  0.08
H: -16.122 5.040 -8.767  0.07
H: -18.155 5.331 -7.552  0.01
C: -18.287 8.783 -3.989  -0.26
C: -17.951 8.382 -5.438  -0.26
O: -19.079 7.955 -6.161  -0.26
O: -18.510 7.607 -3.213  -0.14
H: -19.233 9.339 -3.998  0.10
H: -17.500 9.378 -3.513  0.09
H: -17.223 7.561 -5.391  0.11
H: -17.456 9.195 -5.988  0.09
H: -19.477 7.118 -5.786  0.01
H: -19.138 6.992 -3.723  0.04
C: -18.721 7.769 -11.800  -0.23
C: -20.196 8.024 -12.204  -0.21
O: -20.821 8.749 -11.136  -0.16
O: -18.609 6.755 -10.820  -0.17
H: -18.238 8.663 -11.407  0.11
H: -18.144 7.385 -12.651  0.12
H: -20.609 7.027 -12.369  0.12
H: -20.188 8.600 -13.132  0.12
H: -21.136 9.574 -11.513  0.09
H: -18.600 5.885 -11.222  0.09

## Properties
HOMO-LUMO gap	0.082	hartree
HOMO energy	0.902	eV
total charge	-2
lowest unoccupied orbital energy	3.12	eV

=====

3.
Here is C25H28FN4OPtS2 as an isolated structure from OMol25. Energies are from wB97M-V/def2-TZVPD.

Last column: Mulliken spin population.
Element x y z (Å)
Pt: -0.179 -0.372 0.051  1.15
C: 1.792 3.151 2.157  0.03
C: 0.694 2.197 1.773  -0.05
N: 0.901 1.426 0.682  0.38
N: 1.879 1.848 -0.096  0.20
C: 2.234 1.061 -1.122  0.04
S: 1.728 -0.520 -1.439  0.29
S: 3.313 1.923 -2.166  0.10
C: 3.209 1.004 -3.733  0.02
C: 1.883 1.194 -4.419  -0.02
C: 1.511 2.453 -4.882  0.00
C: 0.284 2.648 -5.494  0.00
C: -0.590 1.580 -5.656  0.00
C: -0.221 0.317 -5.215  0.00
C: 1.010 0.126 -4.599  0.01
C: -0.499 2.149 2.533  0.09
C: -0.690 3.189 3.508  -0.11
C: -1.793 3.288 4.284  0.11
C: -2.833 2.320 4.172  0.00
C: -2.728 1.312 3.281  0.04
C: -1.583 1.164 2.417  0.11
O: -1.587 0.152 1.661  0.28
H: 2.745 2.790 1.784  0.00
H: 1.851 3.261 3.235  0.00
H: 1.629 4.134 1.708  0.00
H: 3.441 -0.045 -3.563  0.00
H: 4.022 1.446 -4.311  0.00
H: 2.188 3.291 -4.758  0.00
H: 0.013 3.630 -5.856  0.00
H: -1.545 1.729 -6.144  0.00
H: -0.881 -0.526 -5.371  0.00
H: 1.306 -0.865 -4.277  0.00
H: 0.063 3.955 3.607  -0.01
H: -1.887 4.105 4.985  0.00
H: -3.709 2.397 4.803  0.00
H: -3.498 0.560 3.179  0.00
N: -1.273 0.842 -1.575  0.20
C: -2.678 0.409 -1.560  -0.01
C: -2.735 -1.109 -1.600  0.00
N: -2.017 -1.675 -0.444  0.11
H: -1.180 1.841 -1.426  -0.01
H: -0.828 0.623 -2.464  -0.02
H: -3.242 0.818 -2.400  0.01
H: -3.130 0.774 -0.635  0.00
H: -2.247 -1.472 -2.507  0.00
H: -3.777 -1.432 -1.630  0.00
H: -1.859 -2.669 -0.561  -0.01
H: -2.548 -1.538 0.414  -0.01
F: 0.257 -0.010 5.480  0.02
C: 0.432 -0.736 4.367  0.22
C: 1.541 -0.489 3.576  -0.06
C: 1.706 -1.218 2.417  0.16
C: 0.760 -2.208 2.031  0.01
C: 0.950 -2.968 0.858  0.62
C: -0.341 -2.439 2.899  0.15
C: -0.505 -1.714 4.053  -0.04
H: 2.258 0.261 3.883  0.00
H: 2.576 -1.060 1.792  0.00
H: 0.264 -3.760 0.593  0.01
H: 1.874 -2.892 0.303  0.00
H: -1.051 -3.217 2.645  -0.01
H: -1.337 -1.886 4.722  0.00

## Properties
HOMO-LUMO gap (alpha / beta)	0.241 / 0.204	hartree
multiplicity	5
HOMO energy (alpha / beta)	-9.755 / -10.847	eV
total charge	+1
lowest unoccupied orbital energy (alpha / beta)	-3.20 / -5.31	eV

=====

4.
Here is an isolated molecule of C8H13N at a distorted geometry from OMol25. Energies are from wB97M-V/def2-TZVPD.

Last column: Löwdin charge in e.
Element x y z (Å)
C: 0.432 -1.764 1.775  0.04
C: 0.565 -0.902 0.766  -0.23
C: -0.213 -0.930 -0.607  -0.32
N: -1.273 -1.933 -0.768  0.05
C: -0.630 0.551 -0.931  -0.28
C: 0.262 1.082 -2.074  -0.08
C: -0.462 1.275 0.467  -0.17
C: 0.466 1.830 1.496  -0.07
C: 0.891 0.561 0.822  -0.22
H: -0.071 -2.758 1.641  0.06
H: 0.985 -1.597 2.761  0.08
H: 0.649 -1.145 -1.344  0.16
H: -0.823 -2.834 -0.819  0.07
H: -1.877 -1.855 0.030  0.07
H: -1.730 0.583 -1.230  0.15
H: 0.026 0.673 -3.015  0.06
H: 0.226 2.207 -2.103  0.10
H: 1.309 0.803 -1.905  0.07
H: -1.348 0.906 1.050  0.14
H: -0.075 1.746 2.473  0.12
H: 1.128 2.716 1.531  0.10
H: 1.564 0.786 -0.016  0.12

## Properties
HOMO-LUMO gap	0.347	hartree
HOMO energy	-8.391	eV
lowest unoccupied orbital energy	1.04	eV

=====

5.
Here is an isolated ion of composition C4H8NOS and charge +1 at a distorted geometry from OMol25. Energies are from wB97M-V/def2-TZVPD.

Last column: Löwdin charge in e.
Element x y z (Å)
C: -1.561 0.207 0.788  -0.02
C: 0.530 0.783 -0.032  -0.18
C: 0.468 1.760 1.084  -0.22
C: -0.419 -1.495 -0.547  0.01
N: -0.557 -0.220 0.111  -0.15
O: -1.582 2.706 -0.101  -0.49
S: -1.435 2.119 1.234  1.05
H: -2.509 -0.291 1.032  0.14
H: 0.512 1.312 -1.040  0.17
H: 1.453 0.228 -0.042  0.13
H: 0.908 1.375 1.945  0.08
H: 0.929 2.644 0.724  0.10
H: 0.574 -2.099 -0.475  0.16
H: -0.586 -1.297 -1.672  0.16
H: -1.181 -2.088 -0.249  0.06

## Properties
HOMO-LUMO gap	0.335	hartree
HOMO energy	-14.441	eV
total charge	+1
lowest unoccupied orbital energy	-5.33	eV

=====

6.
Here is a 2-piece molecular cluster, C12H16O2 overall at a distorted geometry from OMol25. Energies are from wB97M-V/def2-TZVPD.

Last column: Löwdin charge in e.
Element x y z (Å)
C: 3.468 -0.447 0.096  0.01
C: 2.782 -1.593 -0.129  -0.10
C: 2.042 -2.633 -0.371  -0.10
C: 0.534 -2.574 -0.326  -0.16
O: 0.218 -1.139 -0.435  -0.08
C: -1.090 -0.884 -0.179  -0.30
C: -1.871 -1.162 0.943  -0.02
C: -3.135 -0.631 1.090  -0.04
C: -3.746 0.177 0.116  -0.19
C: -5.140 0.794 0.426  -0.23
O: -5.511 1.822 -0.459  -0.07
C: -2.948 0.507 -0.959  -0.03
C: -1.659 -0.033 -1.136  0.02
H: 3.783 -0.029 1.102  0.07
H: 3.906 0.064 -0.794  0.06
H: 2.562 -3.599 -0.359  0.11
H: 0.051 -3.202 -1.159  0.14
H: -0.029 -2.959 0.624  0.14
H: -1.425 -1.600 1.789  0.10
H: -3.569 -0.834 2.026  0.10
H: -5.892 0.000 0.636  0.12
H: -5.161 1.316 1.482  0.15
H: -5.468 1.533 -1.375  0.08
H: -3.235 1.251 -1.647  0.09
H: -1.099 0.138 -2.059  0.12
C: 6.346 3.189 0.223  -0.06
H: 6.074 3.817 -0.670  0.03
H: 6.374 2.119 -0.047  0.01
H: 5.526 3.106 0.930  0.01
H: 7.314 3.486 0.621  0.01

## Properties
HOMO-LUMO gap	0.346	hartree
HOMO energy	-8.587	eV
lowest unoccupied orbital energy	0.83	eV

=====

| no. | calculated total energy (Eh) |
| --- | --- |
| 1 | -572.07758 |
| 2 | -2075.04523 |
| 3 | -2278.96412 |
| 4 | -367.21923 |
| 5 | -685.04572 |
| 6 | -617.19333 |